Entry 1:
Here is a cluster of 9 separate species, C26H75N5O11 in total from OMol25. Energies are from ωB97M-V/def2-TZVPD.

Geometry as ORCA input:
```
! wB97M-V def2-TZVPD RIJCOSX def2/J DEFGRID3
* xyz 1 2
C -11.44998 -7.84956 -12.43911
O -11.07340 -6.57570 -12.00694
H -12.52354 -7.83443 -12.25110
H -11.39450 -8.02602 -13.51330
H -11.04834 -8.60995 -11.76933
H -11.42682 -6.43507 -11.12551
C -14.53674 -5.13517 -11.24995
O -14.55133 -5.53993 -9.85553
H -15.55646 -5.15690 -11.63440
H -14.23872 -4.09378 -11.37161
H -13.85117 -5.72817 -11.85530
H -14.95398 -6.39814 -9.70404
C -8.52292 -4.34681 -9.23138
C -9.90978 -3.69526 -9.56240
C -10.74530 -3.13758 -8.35049
O -11.13232 -4.27968 -7.60513
C -11.27725 -3.89406 -6.23539
N -9.66592 -2.65096 -10.59146
H -8.07827 -4.90737 -10.05366
H -8.60289 -5.05804 -8.40927
H -7.82946 -3.60199 -8.84092
H -10.48610 -4.43103 -10.12329
H -11.66255 -2.67964 -8.72070
H -10.01130 -2.45359 -7.92446
H -11.81030 -4.66330 -5.67661
H -11.74677 -2.91639 -6.12674
H -10.31795 -3.89745 -5.71786
H -9.06679 -2.96281 -11.34239
H -10.54684 -2.51855 -11.06742
C -16.16513 -2.32770 -15.58714
C -16.18735 -0.94977 -14.82856
C -14.83026 -0.10238 -14.94218
O -13.77158 -0.91378 -14.35963
C -12.45873 -0.40314 -14.50279
N -17.26014 -0.22468 -15.42118
H -15.66828 -2.21797 -16.55109
H -17.16951 -2.73914 -15.68737
H -15.44037 -2.93735 -15.04756
H -16.37131 -1.04456 -13.75838
H -14.98710 0.84562 -14.42760
H -14.55378 0.05457 -15.98478
H -12.36432 0.59692 -14.07964
H -12.10948 -0.43375 -15.53487
H -11.66895 -0.88586 -13.92717
H -17.23756 -0.39128 -16.41709
H -16.88152 0.70417 -15.30294
C -9.70269 -0.70129 -17.43499
C -8.29876 -0.75123 -18.00311
C -8.21081 -1.89437 -19.07427
O -8.60727 -3.14232 -18.56707
C -8.33710 -4.25967 -19.47404
N -7.84486 0.51997 -18.50586
H -9.80462 -1.60095 -16.82811
H -10.42225 -0.86528 -18.23713
H -9.80115 0.23861 -16.89185
H -7.55228 -0.96212 -17.23735
H -7.17800 -1.93793 -19.41997
H -8.84172 -1.71643 -19.94513
H -7.26777 -4.26582 -19.68521
H -8.83853 -4.01893 -20.41144
H -8.67083 -5.27280 -19.24979
H -6.89404 0.43142 -18.83480
H -8.36063 0.73929 -19.34609
C -8.42088 -1.58730 -14.20528
C -7.64626 -2.90975 -14.14752
C -6.14527 -2.63603 -13.87259
O -5.56093 -1.88271 -14.97059
C -5.30974 -2.73985 -16.12326
N -8.28384 -3.63372 -13.09510
H -7.99861 -0.91152 -14.94900
H -8.47592 -1.07129 -13.24674
H -9.44091 -1.66924 -14.58066
H -7.84491 -3.45340 -15.07115
H -5.56081 -3.55527 -13.83386
H -5.89098 -2.21583 -12.89951
H -4.35962 -3.22387 -15.89721
H -4.97279 -2.13560 -16.96554
H -6.17992 -3.31359 -16.44218
H -7.93116 -4.57479 -12.99466
H -9.27019 -3.77597 -13.25934
C -9.53109 -7.28877 -15.67881
C -8.29957 -6.89878 -16.48350
C -7.10517 -6.57270 -15.63723
O -5.96849 -6.10970 -16.43212
C -4.74961 -5.99618 -15.66975
N -8.23530 -7.91380 -17.46919
H -9.47430 -8.31503 -15.31596
H -10.46938 -7.21652 -16.22879
H -9.55051 -6.53149 -14.89506
H -8.50172 -6.01671 -17.09111
H -6.76242 -7.44702 -15.08388
H -7.43894 -5.78223 -14.96504
H -3.88135 -5.97125 -16.32823
H -4.61963 -6.92321 -15.11134
H -4.76700 -5.18393 -14.94308
H -7.54864 -7.53585 -18.10617
H -7.78424 -8.76642 -17.16973
C -12.16603 -4.44684 -19.94467
C -13.49169 -4.06945 -20.63607
O -14.20183 -5.24660 -20.96033
O -12.39836 -5.27111 -18.79985
H -11.84337 -3.45902 -19.61576
H -11.42153 -4.86902 -20.61965
H -13.36747 -3.51453 -21.56598
H -14.04132 -3.39975 -19.97463
H -14.19324 -5.79717 -20.17395
H -11.82305 -6.03934 -18.77867
C -12.09986 -4.04941 -15.58706
C -12.25951 -4.17659 -14.04193
O -11.00199 -4.46332 -13.45679
O -13.25166 -4.22280 -16.35352
H -11.40841 -4.83406 -15.89415
H -11.59036 -3.13606 -15.89415
H -12.82489 -5.09642 -13.89240
H -12.79507 -3.33627 -13.60019
H -11.05784 -5.22623 -12.87675
H -12.93659 -4.64390 -17.15664
*
```

The calculation puts the molar mass at 633.9 g mol⁻¹. The calculation puts the HOMO-LUMO gap (spin up / spin down) at 0.3261 / 0.1232 Eh. As for the expectation value of S²: 0.757.

***

Entry 2:
Here is a cluster of 13 separate species, C26H75N6O14 in total from OMol25. Energies are from ωB97M-V/def2-TZVPD.

Geometry as ORCA input:
```
! wB97M-V def2-TZVPD RIJCOSX def2/J DEFGRID3
* xyz -1 1
C -0.49111 0.18306 0.09054
C -0.51774 -1.00941 -0.87252
O -1.01719 -2.08820 -0.52989
O -0.05513 -0.85669 -2.03764
H 0.22808 -0.01291 0.84492
H -1.39249 0.17189 0.57055
H -0.31674 1.10407 -0.36591
C -3.30770 0.78495 -1.57098
O -3.96577 1.90075 -2.16111
H -2.24655 0.81192 -1.86247
H -3.63898 -0.08277 -2.12174
H -3.59379 0.60596 -0.53232
H -4.11320 1.67766 -3.11048
C -0.14134 -4.48757 -2.48999
O 1.20802 -4.30325 -1.99519
H -0.74917 -4.74388 -1.65040
H -0.22431 -5.24268 -3.24901
H -0.46295 -3.55068 -2.91120
H 1.31983 -3.35139 -2.00620
C -2.34460 3.04892 0.57375
O -3.78175 3.18505 0.60093
H -1.90869 2.74912 -0.33931
H -2.01328 2.35393 1.33619
H -1.89703 3.94951 1.00086
H -3.83700 3.66777 1.48676
C 0.05298 -2.65204 2.74495
O 0.84460 -2.93340 3.79880
N 0.14860 -3.15782 1.57387
N -0.85242 -1.75713 2.74458
H 0.96818 -3.76158 1.51440
H -0.31111 -2.85289 0.68273
H -0.91461 -1.13237 3.60206
H -1.21560 -1.48321 1.82900
C -4.13401 -3.03902 0.03506
O -4.09663 -1.70428 0.38613
N -3.12637 -3.63174 -0.57317
N -5.17171 -3.79208 0.31438
H -2.31725 -2.99646 -0.63837
H -2.92918 -4.60636 -0.79704
H -5.80774 -3.37648 1.07852
H -5.26856 -4.79082 0.03609
C 2.34144 -2.58810 -4.01709
O 1.28853 -2.98838 -4.76753
N 3.54316 -2.88964 -4.26557
N 2.22931 -1.73351 -3.01696
H 3.74068 -3.47287 -5.12956
H 4.25626 -2.67987 -3.56661
H 1.29536 -1.38379 -2.73944
H 2.91879 -1.25657 -2.37883
C -3.74459 0.71831 2.68026
C -3.62667 -0.28673 3.75127
C -4.53798 -0.04677 4.95090
O -3.67532 -1.49427 3.39928
H -2.99231 0.56550 1.92744
H -3.59271 1.61697 3.16002
H -4.73041 0.59835 2.21574
H -2.63224 -0.15070 4.11228
H -5.58296 0.08086 4.64537
H -4.28688 0.89680 5.38794
H -4.50592 -0.81092 5.71143
H -2.82005 -1.67091 3.03783
C 3.58732 0.37522 0.64646
C 4.00394 -0.89991 0.08578
C 2.83936 -1.87478 0.28141
O 4.26337 -0.77443 -1.13702
H 3.54717 0.34917 1.75382
H 2.69191 0.75771 0.22552
H 4.36362 1.09552 0.48345
H 4.91064 -1.15200 0.56795
H 2.16458 -1.65339 1.06721
H 3.25931 -2.87943 0.54358
H 2.16908 -1.97011 -0.50240
H 5.14575 -1.08931 -1.24887
C -1.32375 -1.62130 -5.72183
C -0.68413 -0.41408 -5.11073
C -0.58768 0.66749 -6.16473
O -1.26721 0.11604 -4.13609
H -1.61740 -2.37466 -4.99149
H -0.68005 -2.00075 -6.43722
H -2.23027 -1.32812 -6.24588
H 0.29861 -0.73954 -4.76922
H -1.58911 0.87700 -6.52874
H 0.10176 0.36789 -6.94809
H -0.22164 1.61338 -5.69201
H -0.93777 -0.20795 -3.29357
C 1.76179 1.80414 -2.37315
C 3.14974 2.33178 -2.73769
C 3.70600 3.18303 -1.65050
O 3.90015 1.41461 -3.07799
H 1.10959 2.63706 -2.14048
H 1.78859 1.21719 -1.43993
H 1.27109 1.25522 -3.19220
H 3.08094 2.91397 -3.60794
H 2.96933 3.93355 -1.35604
H 4.48161 3.87328 -2.09094
H 4.12854 2.68115 -0.78690
H 3.78009 0.68742 -2.39389
C 1.15108 0.61477 3.36815
C 0.83020 0.12069 4.74867
C 1.42537 1.09669 5.77856
O -0.35750 -0.13517 5.05139
H 1.42155 -0.11014 2.57125
H 2.01768 1.25069 3.37358
H 0.27096 1.12489 2.98993
H 1.34364 -0.84717 4.97273
H 0.99555 1.06431 6.83989
H 1.31105 2.13266 5.39827
H 2.51937 0.98421 5.97452
H -0.50393 -0.36458 5.94557
C 1.73381 3.11142 1.22310
C 1.33305 4.10814 2.27751
C 2.08132 5.41054 2.05683
O 0.11945 4.28428 2.31957
H 2.83540 3.04515 1.07938
H 1.23808 3.28798 0.26313
H 1.28271 2.15985 1.44741
H 1.63657 3.71436 3.21770
H 1.79408 5.86552 1.12053
H 3.15536 5.29808 2.17181
H 1.71248 6.11721 2.78595
H -0.17623 3.67235 3.01661
*
```

The calculation puts the molar mass at 695.9 g mol⁻¹. For the relative energy (zero: lowest compared OMol25 entry of this formula, charge and spin), the calculation gives 35.3 kcal/mol. The calculation puts the HOMO-LUMO gap at 0.2967 Eh.